Density functional theory data (ωB97M-V with the def2-TZVPD basis set) for a structure of composition C23H24I2N5O2RuS.

CARTESIAN COORDINATES (ANGSTROEM)
1 Ru 0.011 -0.672 -0.440
2 I -6.834 2.932 0.248
3 C -4.980 2.174 -0.389
4 C -4.912 1.402 -1.547
5 C -3.700 0.891 -1.931
6 I -3.484 -0.352 -3.604
7 C -2.489 1.126 -1.201
8 O -1.401 0.616 -1.591
9 C -2.599 1.959 -0.035
10 C -1.336 2.311 0.702
11 N -0.648 1.130 1.221
12 C 0.558 1.471 1.976
13 C 1.274 0.222 2.420
14 C 1.831 0.094 3.689
15 C 2.494 -1.077 4.022
16 C 2.561 -2.098 3.085
17 C 1.957 -1.904 1.854
18 N 1.340 -0.771 1.528
19 C -3.823 2.441 0.356
20 H -5.798 1.214 -2.135
21 H -1.586 3.002 1.520
22 H -0.652 2.814 0.008
23 H -1.291 0.627 1.837
24 H 0.321 2.097 2.847
25 H 1.224 2.044 1.318
26 H 1.744 0.902 4.399
27 H 2.936 -1.196 5.000
28 H 3.066 -3.025 3.309
29 H 1.966 -2.679 1.093
30 H -3.897 3.071 1.231
31 C -3.044 -4.159 2.517
32 N -2.553 -4.403 1.190
33 C -2.506 -5.612 0.557
34 C -2.032 -5.408 -0.694
35 N -1.769 -4.059 -0.820
36 C -2.085 -3.453 0.358
37 S -2.027 -1.818 0.781
38 C -1.282 -3.466 -2.001
39 C -1.774 -3.896 -3.230
40 C -1.252 -3.338 -4.385
41 C -0.246 -2.386 -4.274
42 C 0.185 -2.022 -3.010
43 N -0.327 -2.542 -1.890
44 H -3.492 -5.072 2.900
45 H -3.789 -3.364 2.489
46 H -2.234 -3.844 3.175
47 H -2.798 -6.520 1.045
48 H -1.829 -6.101 -1.485
49 H -2.563 -4.630 -3.277
50 H -1.621 -3.651 -5.349
51 H 0.189 -1.930 -5.147
52 H 1.003 -1.320 -2.876
53 C 2.486 0.832 -2.468
54 O 2.267 -0.046 -1.365
55 H 3.277 0.442 -3.115
56 H 2.761 1.832 -2.128
57 H 1.551 0.895 -3.025
58 H 3.075 -0.070 -0.840

Calculated values
2S+1: 2
Net charge: +2
Frontier orbital gap (spin up / spin down): 4.784 / 4.664 eV

***

Density functional theory data (ωB97M-V with the def2-TZVPD basis set) for a cluster of 5 separate species, C23H25Cl2N4O3S in total.

CARTESIAN COORDINATES (ANGSTROEM)
1 C 3.127 -5.229 1.394
2 C 1.969 -5.437 0.443
3 Cl 2.573 -6.158 -1.106
4 C 0.815 -6.283 0.979
5 Cl 1.380 -7.729 1.837
6 S -0.350 -5.269 2.013
7 O -0.328 -5.837 3.343
8 O 0.217 -3.919 1.946
9 O -1.604 -5.400 1.292
10 H 2.739 -4.766 2.302
11 H 3.627 -6.162 1.643
12 H 3.848 -4.547 0.942
13 H 1.555 -4.467 0.191
14 H 0.219 -6.624 0.138
15 N -0.587 1.057 0.093
16 C -0.477 -0.268 0.215
17 C -0.214 -0.918 1.413
18 C -0.046 -0.139 2.547
19 C -0.159 1.240 2.443
20 C -0.433 1.784 1.199
21 H -0.607 -0.838 -0.699
22 H -0.170 -2.000 1.483
23 H 0.164 -0.608 3.501
24 H -0.040 1.882 3.306
25 H -0.536 2.859 1.079
26 N -6.104 -2.622 1.888
27 C -5.903 -1.306 1.885
28 C -4.678 -0.715 2.155
29 C -3.602 -1.537 2.454
30 C -3.788 -2.909 2.454
31 C -5.054 -3.397 2.163
32 H -6.769 -0.696 1.650
33 H -4.572 0.361 2.129
34 H -2.628 -1.117 2.665
35 H -2.971 -3.590 2.654
36 H -5.236 -4.466 2.143
37 N 2.597 1.069 -3.017
38 C 3.700 1.553 -3.582
39 C 4.358 2.691 -3.137
40 C 3.840 3.365 -2.043
41 C 2.694 2.870 -1.444
42 C 2.109 1.723 -1.963
43 H 4.075 0.999 -4.436
44 H 5.253 3.036 -3.638
45 H 4.320 4.259 -1.666
46 H 2.251 3.362 -0.587
47 H 1.209 1.327 -1.507
48 N -1.116 7.594 -2.673
49 C -0.318 7.454 -3.729
50 C 0.528 6.370 -3.915
51 C 0.550 5.378 -2.949
52 C -0.276 5.507 -1.845
53 C -1.087 6.629 -1.755
54 H -0.362 8.251 -4.463
55 H 1.152 6.309 -4.796
56 H 1.193 4.514 -3.055
57 H -0.298 4.750 -1.072
58 H -1.750 6.763 -0.908

Calculated values
2S+1: 1
Net charge: -1
Frontier orbital gap: 8.372 eV

***

Density functional theory data (ωB97M-V with the def2-TZVPD basis set) for a structure of composition C23H25Cl4GeMgN2O4Se3.

CARTESIAN COORDINATES (ANGSTROEM)
1 Mg 0.261 0.567 -2.163
2 C 5.230 -1.371 0.656
3 Se 3.498 -0.528 0.456
4 C 4.024 0.760 -0.899
5 C 4.167 0.192 -2.302
6 Se 2.535 -0.239 -3.260
7 C 2.388 -2.141 -2.878
8 H 5.982 -0.602 0.810
9 H 5.477 -1.990 -0.202
10 H 5.167 -1.992 1.545
11 H 4.980 1.187 -0.593
12 H 3.287 1.562 -0.850
13 H 4.723 -0.745 -2.311
14 H 4.690 0.891 -2.954
15 H 3.309 -2.609 -3.212
16 H 1.550 -2.514 -3.459
17 H 2.228 -2.299 -1.817
18 Se 0.393 1.122 0.326
19 C -1.062 2.298 0.775
20 C -1.848 2.060 1.887
21 C -2.834 2.988 2.198
22 N -3.059 4.098 1.496
23 C -2.278 4.311 0.439
24 C -1.269 3.448 0.035
25 H -1.724 1.184 2.509
26 H -3.472 2.823 3.059
27 H -2.464 5.220 -0.122
28 H -0.668 3.683 -0.831
29 O -0.695 -1.319 -2.139
30 Cl -1.643 -0.539 -2.996
31 O -2.771 -1.271 -3.418
32 O -1.949 0.661 -2.185
33 O -0.779 -0.031 -4.091
34 Ge -0.352 -1.043 1.159
35 C 0.289 -1.137 2.971
36 C 0.340 -2.410 3.549
37 C 0.891 -2.591 4.810
38 C 1.404 -1.503 5.504
39 C 1.356 -0.236 4.941
40 C 0.805 -0.053 3.679
41 C -2.185 -1.460 0.770
42 C -2.410 -2.824 0.546
43 C -3.676 -3.285 0.211
44 C -4.726 -2.388 0.075
45 C -4.510 -1.033 0.281
46 C -3.249 -0.569 0.631
47 H 0.494 -1.987 0.296
48 H -0.057 -3.274 3.024
49 H 0.922 -3.580 5.250
50 H 1.845 -1.645 6.482
51 H 1.753 0.613 5.483
52 H 0.797 0.943 3.256
53 H -1.598 -3.540 0.617
54 H -3.839 -4.342 0.044
55 H -5.711 -2.745 -0.196
56 H -5.326 -0.331 0.166
57 H -3.110 0.491 0.779
58 Cl -0.963 5.415 -4.825
59 C -1.151 3.674 -4.962
60 Cl -0.525 3.076 -6.486
61 Cl -2.800 3.178 -4.706
62 C -0.344 3.082 -3.860
63 N 0.266 2.640 -3.001

Calculated values
2S+1: 1
Net charge: +1
Frontier orbital gap: 8.671 eV

***

Density functional theory data (ωB97M-V with the def2-TZVPD basis set) for a structure of composition C23H25EuN4S.

CARTESIAN COORDINATES (ANGSTROEM)
1 Eu 0.119 0.422 1.145
2 C 4.185 0.881 3.084
3 C 3.497 1.825 2.099
4 C 3.455 1.190 0.691
5 C 2.091 2.168 2.478
6 C 1.435 1.540 3.531
7 C 0.076 1.763 3.779
8 C -0.685 2.622 2.982
9 C -2.193 2.780 3.144
10 C -0.006 3.340 1.994
11 C 1.343 3.059 1.706
12 H 5.208 0.669 2.766
13 H 3.656 -0.074 3.136
14 H 4.189 1.385 4.050
15 H 4.112 2.733 2.015
16 H 2.817 0.264 0.746
17 H 4.437 0.860 0.334
18 H 3.061 1.866 -0.098
19 H 1.978 0.928 4.224
20 H -0.387 1.283 4.636
21 H -2.438 3.215 4.108
22 H -2.673 1.811 3.149
23 H -2.616 3.377 2.348
24 H -0.499 4.118 1.438
25 H 1.802 3.679 0.921
26 N -2.594 -3.651 1.918
27 C -1.908 -2.562 1.484
28 S -1.257 -1.437 2.637
29 N -1.851 -2.465 0.169
30 N -1.321 -1.305 -0.312
31 C -1.236 -1.265 -1.574
32 C -1.483 -2.416 -2.504
33 C -0.414 -2.810 -3.300
34 C -0.493 -3.922 -4.125
35 C -1.677 -4.628 -4.185
36 C -2.760 -4.249 -3.411
37 C -2.667 -3.138 -2.558
38 C -0.711 -0.010 -2.175
39 C -0.949 0.239 -3.537
40 C -0.477 1.387 -4.094
41 C 0.182 2.276 -3.271
42 C 0.300 2.042 -1.940
43 N -0.129 0.886 -1.388
44 H -2.603 -3.908 2.887
45 H -3.029 -4.237 1.205
46 H 0.555 -2.284 -3.256
47 H 0.388 -4.210 -4.656
48 H -1.712 -5.515 -4.801
49 H -3.707 -4.775 -3.478
50 H -3.502 -2.842 -1.958
51 H -1.502 -0.468 -4.114
52 H -0.661 1.602 -5.129
53 H 0.521 3.215 -3.686
54 H 0.736 2.745 -1.255

Calculated values
2S+1: 8
Net charge: +1
Frontier orbital gap (spin up / spin down): 7.320 / 7.380 eV

***

Density functional theory data (ωB97M-V with the def2-TZVPD basis set) for a structure of composition C23H25F3HfNO.

CARTESIAN COORDINATES (ANGSTROEM)
1 C 3.568 -2.557 0.384
2 C 2.395 -2.146 1.111
3 C 1.318 -1.935 0.186
4 H 2.287 -2.264 2.196
5 C 1.816 -2.246 -1.111
6 C 3.203 -2.620 -1.013
7 H 1.191 -2.410 -1.981
8 C 3.576 1.490 1.343
9 C 3.017 0.357 2.041
10 C 1.589 0.369 1.834
11 H 3.528 -0.155 2.859
12 C 1.228 1.465 1.010
13 C 2.483 2.090 0.641
14 H 0.248 -1.757 0.416
15 H 3.817 -3.012 -1.823
16 H 4.483 -2.943 0.826
17 H 2.585 3.024 0.095
18 H 0.875 -0.269 2.384
19 H 4.583 1.918 1.494
20 Hf 3.156 -0.399 -0.153
21 C -0.127 2.228 1.038
22 C 0.197 3.675 1.409
23 C -1.045 1.689 2.149
24 H 0.529 3.699 2.446
25 H -0.694 4.295 1.319
26 H 0.979 4.115 0.793
27 H -0.476 1.631 3.080
28 H -1.446 0.703 1.904
29 H -1.868 2.407 2.257
30 C -0.915 2.298 -0.331
31 C -1.897 1.167 -0.607
32 H -0.242 2.395 -1.208
33 H -1.503 3.231 -0.394
34 O -1.862 0.137 0.104
35 N -2.747 1.227 -1.660
36 C -3.261 0.011 -2.314
37 H -2.879 2.095 -2.155
38 C -3.186 -1.122 -1.349
39 C -2.571 -2.265 -1.813
40 H -2.100 -2.219 -2.810
41 C -2.587 -3.422 -1.037
42 H -2.105 -4.317 -1.424
43 C -3.197 -3.410 0.220
44 H -3.164 -4.312 0.846
45 C -3.746 -2.235 0.732
46 H -4.057 -2.157 1.774
47 C -3.765 -1.073 -0.050
48 H -4.247 -0.201 0.395
49 H -2.682 -0.144 -3.228
50 H -4.310 0.125 -2.604
51 F 3.658 0.664 -3.030
52 C 2.582 0.764 -2.163
53 F 2.276 2.123 -2.166
54 F 1.513 0.201 -2.863

Calculated values
2S+1: 1
Net charge: +1
Frontier orbital gap: 5.122 eV

***

Density functional theory data (ωB97M-V with the def2-TZVPD basis set) for an isolated molecule of C23H25N3O4S.

CARTESIAN COORDINATES (ANGSTROEM)
1 C 6.008 3.776 4.600
2 C 5.119 2.990 3.685
3 C 4.070 3.600 3.009
4 C 3.281 2.869 2.144
5 C 3.523 1.516 1.934
6 N 2.679 0.822 1.036
7 C 3.085 0.097 -0.035
8 O 4.245 -0.108 -0.322
9 C 1.935 -0.461 -0.876
10 C 1.149 0.665 -1.558
11 C -0.005 0.079 -2.371
12 N -0.862 -0.752 -1.550
13 S -1.944 0.076 -0.564
14 O -1.766 1.492 -0.724
15 O -1.912 -0.470 0.763
16 C -3.480 -0.403 -1.341
17 C -3.970 0.350 -2.403
18 C -5.123 -0.040 -3.045
19 C -5.797 -1.195 -2.629
20 N -6.939 -1.607 -3.248
21 C -7.686 -2.728 -2.917
22 O -8.688 -2.997 -3.546
23 C -7.154 -3.490 -1.797
24 C -6.030 -3.121 -1.155
25 C -5.299 -1.954 -1.547
26 C -4.126 -1.536 -0.912
27 C -0.155 -1.846 -0.917
28 C 0.996 -1.341 -0.045
29 C 4.546 0.871 2.633
30 C 4.781 -0.599 2.500
31 C 5.331 1.633 3.488
32 H 6.896 4.106 4.061
33 H 6.333 3.168 5.442
34 H 5.495 4.657 4.978
35 H 3.871 4.651 3.157
36 H 2.468 3.348 1.616
37 H 1.707 1.095 1.068
38 H 2.400 -1.078 -1.654
39 H 1.809 1.239 -2.210
40 H 0.717 1.343 -0.819
41 H 0.372 -0.537 -3.192
42 H -0.622 0.880 -2.778
43 H -3.440 1.243 -2.691
44 H -5.517 0.537 -3.867
45 H -7.296 -1.059 -4.022
46 H -7.716 -4.366 -1.514
47 H -5.650 -3.698 -0.324
48 H -3.729 -2.085 -0.073
49 H 0.217 -2.505 -1.707
50 H -0.877 -2.389 -0.309
51 H 0.562 -0.777 0.782
52 H 1.545 -2.190 0.366
53 H 3.838 -1.142 2.553
54 H 5.442 -0.954 3.286
55 H 5.231 -0.817 1.532
56 H 6.130 1.144 4.027

Calculated values
2S+1: 1
SMILES: Cc1ccc(NC(=O)C2CCN(S(=O)(=O)c3ccc4[nH]c(=O)ccc4c3)CC2)c(C)c1
Frontier orbital gap: 8.268 eV

***

Density functional theory data (ωB97M-V with the def2-TZVPD basis set) for a structure of composition C23H25N3O5S.

CARTESIAN COORDINATES (ANGSTROEM)
1 C -2.889 0.074 4.763
2 H -3.358 -0.504 4.005
3 O -1.661 -0.438 5.262
4 C -0.696 -0.838 4.618
5 C -0.685 -0.562 3.350
6 C 0.356 -1.252 2.619
7 C 1.353 -1.921 3.311
8 C 1.598 -1.871 4.610
9 C 0.500 -1.449 5.347
10 H 0.344 -1.524 6.361
11 H 2.463 -2.531 5.068
12 O 2.724 -2.270 2.452
13 C 3.615 -2.666 3.088
14 H 4.210 -2.230 3.622
15 H 3.470 -3.667 3.575
16 H 4.266 -3.215 2.242
17 N 0.371 -1.086 1.189
18 C -0.441 -0.704 0.295
19 O -1.355 -0.130 0.433
20 C 0.052 -0.853 -1.159
21 C -0.598 -0.095 -2.088
22 N -1.859 0.295 -1.915
23 C -2.440 1.048 -3.016
24 O -2.123 0.923 -4.098
25 C -3.444 2.040 -2.618
26 N -3.631 3.359 -3.123
27 H -3.432 3.418 -3.923
28 C -2.640 4.120 -2.326
29 C -1.451 3.547 -1.959
30 C -0.405 3.469 -2.905
31 C 0.828 2.877 -2.182
32 C 0.302 2.831 -0.810
33 O -1.029 3.165 -0.847
34 H 0.586 2.407 0.110
35 H 1.652 2.637 -2.421
36 H -0.188 3.629 -4.061
37 H -2.624 5.285 -2.690
38 H -3.393 4.055 -1.291
39 H -3.858 1.901 -1.508
40 H -4.529 1.309 -3.052
41 H -2.321 0.478 -1.017
42 S -0.043 -0.523 -3.677
43 C 1.332 -1.165 -2.944
44 C 1.163 -1.271 -1.594
45 C 2.580 -2.080 -1.116
46 H 2.125 -2.779 -0.637
47 H 3.008 -1.323 -0.671
48 C 2.968 -2.459 -2.537
49 H 4.344 -2.493 -2.470
50 H 2.883 -3.728 -2.587
51 C 2.658 -1.667 -3.677
52 H 2.468 -2.239 -4.577
53 H 3.360 -0.766 -4.067
54 H 1.256 -1.516 0.756
55 H -1.624 -0.333 2.629
56 H -3.584 0.179 5.514
57 H -2.536 1.099 4.344

Calculated values
2S+1: 1
Frontier orbital gap: 7.698 eV

***

Density functional theory data (ωB97M-V with the def2-TZVPD basis set) for an isolated molecule of C23H25NO3.

CARTESIAN COORDINATES (ANGSTROEM)
1 C -0.651 -2.596 1.078
2 C -1.388 -2.916 -0.220
3 O -2.456 -2.038 -0.507
4 C -3.595 -2.217 0.308
5 C -4.757 -1.365 -0.229
6 O -5.075 -0.268 0.594
7 C -4.204 0.782 0.695
8 C -4.546 1.762 1.628
9 C -3.739 2.869 1.798
10 C -2.580 3.009 1.054
11 C -2.227 2.032 0.132
12 C -0.972 2.235 -0.652
13 O -0.511 3.343 -0.860
14 N -0.381 1.104 -1.103
15 C 0.841 1.129 -1.885
16 C 0.636 0.400 -3.214
17 C 1.987 0.554 -1.083
18 C 2.009 -0.816 -0.754
19 C 3.025 -1.343 -0.010
20 C 4.082 -0.531 0.451
21 C 5.149 -1.043 1.217
22 C 6.155 -0.224 1.646
23 C 6.140 1.144 1.328
24 C 5.119 1.670 0.587
25 C 4.066 0.851 0.129
26 C 3.000 1.362 -0.639
27 C -3.047 0.923 -0.057
28 H -1.279 -2.794 1.943
29 H 0.238 -3.215 1.150
30 H -0.350 -1.550 1.099
31 H -0.711 -2.814 -1.073
32 H -1.756 -3.952 -0.195
33 H -3.876 -3.281 0.306
34 H -3.390 -1.917 1.344
35 H -5.676 -1.956 -0.244
36 H -4.525 -1.049 -1.253
37 H -5.453 1.634 2.198
38 H -4.015 3.626 2.517
39 H -1.937 3.867 1.172
40 H -0.764 0.203 -0.866
41 H 1.039 2.189 -2.078
42 H 1.561 0.407 -3.785
43 H -0.138 0.897 -3.793
44 H 0.336 -0.633 -3.052
45 H 1.213 -1.458 -1.100
46 H 3.035 -2.396 0.236
47 H 5.156 -2.097 1.459
48 H 6.971 -0.622 2.232
49 H 6.943 1.777 1.676
50 H 5.102 2.722 0.341
51 H 2.990 2.417 -0.873
52 H -2.794 0.182 -0.796

Calculated values
2S+1: 1
SMILES: CCOCCOc1cccc(C(=O)N[C@H](C)c2ccc3ccccc3c2)c1
Frontier orbital gap: 8.917 eV

***

Computed E_tot, in the same sequence as the records: -2403.00323, -2654.83858, -12623.54787, -2218.83774, -1368.72817, -1754.92022, -1829.35502, -1171.93064 a.u..